DFT (ωB97M-V/def2-TZVPD) results for a 2-piece molecular cluster, C3H2O3S overall in a non-equilibrium geometry.

- electronic energy (Ha) = -739.2957
- frontier orbital gap (eV) = 9.990
- E_HOMO (eV) = -9.9

Last column: Mulliken charge in e.
CARTESIAN COORDINATES (ANGSTROEM)
O  0.98165  0.22694  1.13817  -0.3193
C  -1.19742  0.40892  0.00041  -0.7987
C  0.11336  0.39422  0.16547  0.4794
O  2.48458  1.75547  -0.50717  -0.4687
S  1.88196  0.45344  -0.33663  0.5314
H  -1.50336  0.83154  -0.87834  0.2991
O  -0.92719  -2.51182  -0.01919  -0.1566
C  0.02045  -2.03162  -0.39368  0.1486
H  -1.85404  0.47292  0.83096  0.2849

Cartesian forces (eV/Å) of the 6 atoms listed first:
O 0.7 -0.3 1.2
C 1.8 0.9 1.3
C 0.5 0.9 -0.7
O -0.4 0.0 0.2
S -1.1 -0.2 -0.2
H -1.1 0.4 -2.4